# 1
Density functional theory data (ωB97M-V/def2-TZVPD) for a molecular structure, C51H52ClFN5O4P2SeTa at a distorted geometry.

```
118
C51H52ClFN5O4P2SeTa, DFT ωB97M-V/def2-TZVPD
Ta -19.611 -9.379 -8.638
C -22.136 -8.528 -6.502
P -21.124 -10.042 -6.661
C -20.036 -10.173 -5.261
C -20.067 -9.316 -4.141
C -19.234 -9.503 -3.044
C -18.276 -10.557 -3.104
C -18.239 -11.369 -4.196
C -19.083 -11.175 -5.269
C -22.279 -11.379 -6.842
C -23.452 -11.136 -7.573
C -24.401 -12.177 -7.667
C -24.159 -13.391 -6.945
C -22.951 -13.637 -6.332
C -21.950 -12.671 -6.219
C -22.383 -8.152 -7.892
C -23.375 -7.493 -8.531
C -23.152 -7.445 -9.961
C -21.989 -8.081 -10.184
C -21.142 -8.203 -11.398
P -20.164 -9.674 -11.152
C -18.777 -9.668 -12.276
C -17.558 -10.192 -11.885
C -16.546 -10.303 -12.851
C -16.704 -9.798 -14.153
C -17.947 -9.210 -14.491
C -18.953 -9.174 -13.530
C -21.201 -11.076 -11.725
C -22.614 -11.090 -11.738
C -23.356 -12.217 -12.072
C -22.630 -13.281 -12.611
C -21.248 -13.301 -12.630
C -20.546 -12.192 -12.248
N -21.450 -8.552 -8.936
H -21.660 -7.692 -5.912
H -23.095 -8.782 -6.019
H -20.831 -8.485 -4.061
H -19.237 -8.798 -2.234
H -17.639 -10.762 -2.267
H -17.518 -12.220 -4.075
H -18.931 -11.825 -6.054
H -23.645 -10.219 -8.153
H -25.341 -12.016 -8.150
H -25.006 -14.122 -6.929
H -22.889 -14.561 -5.771
H -21.011 -12.832 -5.701
H -24.294 -7.085 -8.086
H -23.713 -7.043 -10.762
H -20.419 -7.379 -11.374
H -21.582 -8.269 -12.360
H -17.507 -10.737 -10.955
H -15.652 -10.842 -12.702
H -15.902 -9.838 -14.952
H -18.187 -8.800 -15.458
H -19.932 -8.654 -13.895
H -23.146 -10.239 -11.388
H -24.415 -12.260 -12.004
H -23.122 -14.217 -12.921
H -20.725 -14.162 -12.996
H -19.485 -12.195 -12.234
Cl -19.227 -11.647 -8.782
C -11.252 -7.719 -9.819
C -12.538 -8.313 -9.194
C -13.690 -7.870 -10.071
C -15.112 -8.093 -9.491
N -15.387 -7.670 -8.178
C -16.100 -8.366 -7.275
Se -17.029 -9.955 -7.732
N -16.172 -7.643 -6.148
C -16.920 -7.923 -4.908
C -15.888 -8.281 -3.681
C -15.097 -9.596 -3.848
C -13.713 -9.280 -4.418
C -15.450 -6.482 -6.327
C -15.132 -5.430 -5.497
C -14.372 -4.377 -6.027
C -14.063 -4.299 -7.361
C -14.455 -5.351 -8.221
C -15.065 -6.472 -7.630
H -10.349 -7.742 -9.164
H -11.373 -6.692 -10.159
H -11.090 -8.236 -10.759
H -12.669 -7.942 -8.179
H -12.424 -9.397 -9.163
H -13.697 -8.444 -10.945
H -13.510 -6.738 -10.296
H -15.268 -9.133 -9.414
H -15.799 -7.757 -10.286
H -17.482 -8.805 -5.148
H -17.616 -7.071 -4.761
H -16.505 -8.395 -2.817
H -15.266 -7.428 -3.542
H -15.637 -10.296 -4.481
H -15.069 -10.132 -2.863
H -13.821 -8.493 -5.235
H -13.232 -10.109 -4.889
H -13.037 -8.871 -3.693
H -15.484 -5.235 -4.517
H -13.930 -3.598 -5.336
H -13.633 -3.450 -7.789
H -14.245 -5.329 -9.262
F -16.487 -3.476 -11.931
C -17.547 -3.768 -11.214
C -17.515 -4.499 -10.098
N -18.664 -4.768 -9.310
C -18.552 -5.512 -8.055
C -18.960 -6.973 -8.273
O -19.378 -7.698 -7.326
O -18.750 -7.630 -9.383
C -19.971 -4.543 -9.811
O -20.945 -4.972 -9.251
N -19.976 -3.733 -10.914
C -18.917 -3.409 -11.828
O -19.073 -2.944 -12.922
H -16.586 -4.862 -9.638
H -19.195 -5.141 -7.319
H -17.515 -5.566 -7.686
H -20.959 -3.566 -11.197
```

Summary:
Net charge   +2
HOMO level   -0.4823 Eh
LUMO level   -6.10 eV

---

# 2
Density functional theory data (ωB97M-V/def2-TZVPD) for a molecular structure, C46H50IrN8O2Si at a distorted geometry.

```
108
C46H50IrN8O2Si, DFT ωB97M-V/def2-TZVPD
Ir -0.283 0.114 0.101
C -0.320 3.909 -1.337
C -0.417 3.202 -2.702
C -0.504 1.648 -2.695
N -1.164 1.152 -1.488
C -2.385 1.567 -1.278
C -3.237 2.095 -2.289
C -4.379 2.845 -2.184
C -4.992 3.387 -1.050
C -4.644 3.098 0.249
C -3.745 2.156 0.748
C -2.840 1.319 0.084
N -2.206 0.288 0.649
C -2.856 -0.294 1.838
C -2.095 -0.147 3.135
C -0.778 -0.883 2.897
N 0.051 -0.048 2.052
C 0.801 0.898 2.657
C 0.763 1.113 4.037
C 1.614 1.844 4.871
C 2.810 2.447 4.585
C 3.393 2.544 3.309
C 2.846 2.282 2.089
C 1.562 1.752 1.734
N 1.029 1.831 0.541
C 1.695 2.594 -0.519
C 1.092 3.974 -0.761
H -0.706 4.925 -1.448
H -0.967 3.422 -0.607
H -1.296 3.598 -3.212
H 0.446 3.469 -3.317
H -1.031 1.319 -3.594
H 0.473 1.193 -2.753
H -2.924 1.856 -3.298
H -4.839 3.097 -3.134
H -5.807 4.080 -1.207
H -5.181 3.649 1.014
H -3.707 2.087 1.828
H -3.866 0.107 1.892
H -2.957 -1.358 1.659
H -1.914 0.907 3.363
H -2.661 -0.574 3.966
H -0.246 -1.170 3.804
H -0.974 -1.808 2.356
H -0.048 0.631 4.561
H 1.309 1.865 5.912
H 3.372 2.855 5.415
H 4.407 2.926 3.281
H 3.492 2.499 1.252
H 2.762 2.702 -0.336
H 1.606 2.015 -1.435
H 1.096 4.547 0.171
H 1.748 4.499 -1.463
C -2.797 -2.670 -0.274
Si -1.036 -2.062 -0.609
C -1.069 -2.058 -2.489
C 0.020 -3.478 0.030
C -0.196 -4.753 -0.510
C 0.490 -5.859 -0.035
C 1.421 -5.714 0.988
C 1.657 -4.462 1.531
C 0.955 -3.358 1.060
H -2.974 -3.477 -0.990
H -3.559 -1.905 -0.435
H -2.928 -3.102 0.717
H -1.088 -3.085 -2.864
H -0.226 -1.539 -2.934
H -1.989 -1.560 -2.811
H -0.914 -4.890 -1.312
H 0.302 -6.836 -0.464
H 1.960 -6.577 1.358
H 2.395 -4.331 2.313
H 1.161 -2.386 1.494
N 5.715 -3.440 2.897
C 4.818 -2.738 2.675
N 3.782 -1.936 2.490
C 3.676 -1.414 1.290
N 2.708 -0.645 0.820
C -1.753 -0.980 -6.191
O -0.408 -1.370 -5.954
C 0.501 -0.381 -5.683
C 0.480 0.878 -6.260
C 1.492 1.786 -5.976
C 2.521 1.435 -5.117
C 2.549 0.172 -4.543
C 1.543 -0.742 -4.820
N 1.563 -2.074 -4.386
C 2.308 -2.670 -3.424
C 2.900 -2.188 -2.298
C 3.950 -3.043 -1.692
C 4.708 -2.707 -0.656
C 4.553 -1.399 0.038
C 3.407 -0.500 -0.470
C 2.499 -0.995 -1.557
O 1.381 -0.461 -1.726
H -1.831 -0.249 -6.995
H -2.194 -0.576 -5.277
H -2.284 -1.881 -6.485
H -0.315 1.153 -6.939
H 1.480 2.761 -6.443
H 3.315 2.137 -4.898
H 3.367 -0.113 -3.897
H 0.959 -2.676 -4.924
H 2.462 -3.727 -3.633
H 4.091 -4.011 -2.163
H 5.442 -3.402 -0.268
H 5.503 -0.893 0.220
H 3.688 0.534 -0.716
```

Summary:
<S²>   0.820
2S+1   2
HOMO level (spin up / spin down)   -0.2578 / -0.2577 Eh
LUMO level (spin up / spin down)   -0.39 / -1.82 eV
ΔE to the lowest compared entry with this formula, charge and spin   60.9 kcal/mol

---

# 3
Density functional theory data (ωB97M-V/def2-TZVPD) for a molecular structure, C29H26Cl5N5O3Tl at a distorted geometry.

```
69
C29H26Cl5N5O3Tl, DFT ωB97M-V/def2-TZVPD
Tl 0.562 0.022 1.067
C -4.297 1.085 0.695
O -3.918 0.375 1.843
C -1.966 2.223 -0.250
C -3.878 3.250 -0.913
C -3.929 3.163 -2.214
C -3.061 2.539 -3.180
C -1.946 1.893 -2.839
C -1.418 1.745 -1.487
N -0.273 1.128 -1.291
N 0.492 0.876 -2.349
C 0.994 -0.261 -2.658
C 0.673 -1.552 -1.922
O 0.078 -1.535 -0.831
C 1.079 -2.776 -2.536
C 1.827 -2.771 -3.664
C 2.277 -1.572 -4.326
C 3.087 -1.655 -5.456
C 3.521 -0.501 -6.089
C 3.142 0.739 -5.594
C 2.325 0.834 -4.473
C 1.889 -0.316 -3.832
H -2.708 2.363 1.753
H -4.057 0.456 -0.160
H -5.329 1.404 0.810
H -4.223 3.298 1.336
H -4.821 3.674 -2.590
H -3.348 2.601 -4.221
H -1.344 1.444 -3.617
H 0.768 -3.697 -2.063
H 2.127 -3.717 -4.102
H 3.374 -2.628 -5.836
H 4.151 -0.567 -6.965
H 3.482 1.641 -6.083
H 2.033 1.805 -4.097
Cl -3.208 2.765 0.613
C -2.379 4.242 0.966
C -2.113 5.379 1.546
C -0.882 6.180 1.476
Cl 0.502 5.730 0.604
C -1.093 7.293 2.196
Cl -0.025 8.562 2.439
C -2.472 7.253 2.778
Cl -3.109 8.472 3.742
C -3.076 6.119 2.401
Cl -4.628 5.528 2.749
O -2.273 -0.426 2.910
N -2.521 0.350 2.078
C 0.828 -5.064 3.014
C 0.334 -3.689 2.504
N 1.456 -2.755 2.370
C 2.485 -3.352 1.514
C 3.102 -4.601 2.189
N 2.271 -4.900 3.404
C 2.415 -3.791 4.409
C 2.018 -2.477 3.696
H 0.790 -5.839 2.251
H 0.286 -5.411 3.892
H -0.389 -3.264 3.200
H -0.155 -3.801 1.537
H 3.264 -2.617 1.319
H 2.026 -3.616 0.561
H 4.122 -4.438 2.531
H 3.083 -5.481 1.550
H 2.600 -5.769 3.825
H 3.447 -3.791 4.753
H 1.766 -4.030 5.248
H 2.884 -1.825 3.580
H 1.278 -1.944 4.291
```

Summary:
Net charge   +3
HOMO level (spin up / spin down)   -0.5511 / -0.5511 Eh
LUMO level (spin up / spin down)   -9.50 / -9.50 eV
ΔE to the lowest compared entry with this formula, charge and spin   410.9 kcal/mol

---

# 4
Density functional theory data (ωB97M-V/def2-TZVPD) for 5 unconnected molecules or ions with the total composition C3H15N2O2 at a distorted geometry.

```
22
C3H15N2O2, DFT ωB97M-V/def2-TZVPD
C -1.173 0.732 0.940
C -2.705 0.327 1.387
C -2.298 1.697 0.836
N -2.588 -0.057 -1.499
N -1.769 -2.591 -0.582
H -0.539 1.069 1.741
H -0.752 0.199 0.110
H -3.523 -0.153 0.883
H -2.858 0.199 2.463
H -2.791 1.819 -0.122
H -2.367 2.572 1.461
H -2.131 -1.688 -1.029
H -1.672 0.039 -1.938
H -3.393 -0.243 -2.105
H -1.758 -3.395 -1.218
H -0.966 -2.520 0.048
H 4.473 -0.465 1.702
H 4.355 0.581 0.462
O 4.937 0.091 1.065
H 5.054 0.195 -1.242
H 4.051 0.301 -2.407
O 4.118 0.429 -1.449
```

Summary:
Net charge   +2
<S²>   1.769
2S+1   2
HOMO level (spin up / spin down)   -0.6407 / -0.5664 Eh
LUMO level (spin up / spin down)   -14.36 / -11.28 eV
ΔE to the lowest compared entry with this formula, charge and spin   189.1 kcal/mol

---

no.,DFT total energy (eV)
1,-170077.8078
2,-75241.9041
3,-111343.1717
4,-10402.0739